Entry 1:
Formula: C7H19NO
Source: the OMol25 dataset
Level of theory: the ωB97M-V functional and the def2-TZVPD basis

Last columns: bonded neighbours and bond lengths (Å).
Atoms and positions in Å:
1 C -0.662 0.421 -1.436  N2 1.497, C5 1.539, H9 1.089, H10 1.098
2 N 0.053 -0.615 -2.245  C1 1.497, C3 1.496, H11 0.996
3 C 0.060 -1.979 -1.630  N2 1.496, C4 1.519, H12 1.085, H13 1.109
4 C 1.183 -2.246 -0.643  C3 1.519, H14 1.108, H15 1.143, H16 1.128
5 C 0.233 1.601 -1.019  C1 1.539, C8 1.528, H17 1.078, H18 1.109
6 C -0.702 1.963 1.899  C7 1.524, H19 1.058, H20 1.087, H21 1.099
7 C 0.300 0.898 1.466  C6 1.524, C8 1.546, H22 1.097, H23 1.112
8 C 1.098 1.317 0.209  C5 1.528, C7 1.546, H24 1.070, H25 1.085
9 H -1.244 -0.001 -0.618  C1 1.089
10 H -1.456 0.798 -2.093  C1 1.098
11 H 0.990 -0.332 -2.434  N2 0.996
12 H -0.885 -2.127 -1.118  C3 1.085
13 H 0.130 -2.702 -2.468  C3 1.109
14 H 1.079 -3.232 -0.150  C4 1.108
15 H 2.206 -2.215 -1.152  C4 1.143
16 H 1.212 -1.466 0.172  C4 1.128
17 H 0.830 1.922 -1.858  C5 1.078
18 H -0.409 2.482 -0.815  C5 1.109
19 H -1.165 1.757 2.827  C6 1.058
20 H -1.528 2.018 1.194  C6 1.087
21 H -0.228 2.954 1.933  C6 1.099
22 H -0.211 -0.056 1.284  C7 1.097
23 H 1.035 0.724 2.282  C7 1.112
24 H 1.836 0.571 0.006  C8 1.070
25 H 1.702 2.200 0.393  C8 1.085
26 H -1.686 -1.933 2.674  O28 0.934
27 H -1.584 -1.073 1.401  O28 0.994
28 O -2.188 -1.652 1.938  H26 0.934, H27 0.994

Properties
E_tot (eV): -11104.23384
Structure (SMILES): CCCCCNCC.O
2S+1: 1
E_HOMO (eV): -8.633
E_LUMO (eV): 0.9
Energy above the lowest of the compared OMol25 structures with the same formula, charge and spin (eV): 0.874
HOMO-LUMO gap (eV): 9.487

Here are the Löwdin charges for atoms 1 to 2, given in e: atom 1 (C): -0.217, atom 2 (N): -0.058

Entry 2:
Formula: C7H20BrNO7P
Source: the OMol25 dataset
Level of theory: the ωB97M-V functional and the def2-TZVPD basis

Last columns: bonded neighbours and bond lengths (Å).
Atoms and positions in Å:
1 N 1.554 1.903 -0.795  C2 1.477, H12 1.016, H13 1.015
2 C 2.531 0.854 -0.437  N1 1.477, C3 1.530, C6 1.584, P9 1.875
3 C 3.231 1.209 0.876  C2 1.530, C4 1.522, H14 1.092, H15 1.100
4 C 4.158 0.154 1.462  C3 1.522, O5 1.415, H16 1.095, H17 1.091
5 O 5.363 -0.038 0.746  C4 1.415, H18 0.964
6 C 3.511 0.749 -1.676  C2 1.584, O7 1.239, O8 1.244
7 O 3.279 -0.172 -2.472  C6 1.239
8 O 4.343 1.673 -1.703  C6 1.244
9 P 1.432 -0.622 -0.077  C2 1.875, O10 1.649, Br11 2.251
10 O 0.358 -0.593 -1.327  P9 1.649, H19 0.969
11 Br 2.632 -2.464 -0.561  P9 2.251
12 H 1.284 2.409 0.043  N1 1.016
13 H 2.034 2.561 -1.400  N1 1.015
14 H 3.773 2.147 0.746  C3 1.092
15 H 2.454 1.379 1.637  C3 1.100
16 H 3.620 -0.795 1.560  C4 1.095
17 H 4.458 0.463 2.464  C4 1.091
18 H 5.179 -0.574 -0.034  O5 0.964
19 H -0.235 0.143 -1.111  O10 0.969
20 C -2.098 0.882 1.275  O21 1.418, H22 1.088, H23 1.092, H24 1.094
21 O -0.756 0.676 1.682  C20 1.418, H25 0.961
22 H -2.152 1.836 0.756  C20 1.088
23 H -2.385 0.087 0.584  C20 1.092
24 H -2.792 0.898 2.121  C20 1.094
25 H -0.676 -0.174 2.122  O21 0.961
26 C -2.632 -3.066 -0.051  O27 1.425, H28 1.088, H29 1.092, H30 1.093
27 O -2.475 -1.875 -0.819  C26 1.425, H31 0.968
28 H -3.701 -3.249 0.043  C26 1.088
29 H -2.168 -3.921 -0.546  C26 1.092
30 H -2.201 -2.960 0.947  C26 1.093
31 H -1.526 -1.704 -0.910  O27 0.968
32 C -5.017 0.692 -0.950  O33 1.417, H34 1.089, H35 1.093, H36 1.094
33 O -5.112 -0.599 -0.375  C32 1.417, H37 0.968
34 H -5.973 1.197 -0.819  C32 1.089
35 H -4.241 1.292 -0.465  C32 1.093
36 H -4.798 0.630 -2.020  C32 1.094
37 H -4.254 -1.027 -0.514  O33 0.968

Properties
E_tot (eV): -102738.89936
2S+1: 1
E_HOMO (eV): -4.570
E_LUMO (eV): 2.7
Total charge: -1
Energy above the lowest of the compared OMol25 structures with the same formula, charge and spin (eV): 0.000
HOMO-LUMO gap (eV): 7.230

Here are the Löwdin charges for atoms 1 to 2, given in e: atom 1 (N): 0.039, atom 2 (C): -0.603